77
Properties=species:S:1:pos:R:3 method="wB97M-V/def2-TZVPD" charge=-2 multiplicity=2 mol_weight_g_mol=936.4 energy_ev=-109173.6271 lumo_energy_ev="3.8 / 3.8" e_homo_ha="-0.039 / -0.007" s2=1.19 de_lowest_ev=1.332
V 0.0694 0.1237 0.8422
C 0.2370 -3.5366 2.8243
O 0.3656 -3.1055 4.1611
C 0.5382 -1.7510 4.4172
C 0.4156 -1.4010 5.7530
C 0.6359 -0.1006 6.1873
C 1.0015 0.8657 5.2756
C 1.1000 0.5566 3.9176
C 1.5621 1.5274 2.9780
N 1.3091 1.4413 1.6979
N 1.9281 2.2775 0.8692
C 1.6434 1.9283 -0.3841
O 0.8596 0.9304 -0.5804
C 2.2821 2.6227 -1.4726
C 2.2674 2.0905 -2.7720
C 2.9313 2.7259 -3.7958
C 3.6105 3.9184 -3.5634
C 3.6028 4.4687 -2.2850
C 2.9573 3.8345 -1.2508
C 0.8360 -0.7673 3.4354
O 0.9613 -1.0307 2.1814
H -0.0671 -4.5868 2.8773
H -0.5240 -2.9633 2.2929
H 1.1856 -3.4696 2.2787
H 0.1510 -2.1828 6.4539
H 0.5184 0.1442 7.2333
H 1.1827 1.8838 5.5893
H 2.1925 2.3450 3.3308
H 1.7405 1.1617 -2.9443
H 2.9312 2.2987 -4.7921
H 4.1482 4.4073 -4.3668
H 4.1139 5.4089 -2.1103
H 2.9519 4.2452 -0.2524
I -1.6273 1.8358 2.1007
I -2.7193 3.6678 4.1648
C -4.1229 -0.6374 2.8885
S -3.0429 -1.3906 1.5611
C -3.3827 -3.0906 2.1986
O -1.6978 -1.0842 2.0932
H -5.1161 -1.0654 2.8181
H -4.1762 0.4307 2.7106
H -3.6909 -0.8137 3.8657
H -4.4401 -3.3033 2.0952
H -3.0739 -3.1285 3.2364
H -2.8028 -3.7738 1.5925
N 0.2748 6.1249 -3.5256
C -0.0681 5.1680 -2.5815
C -0.5197 3.9076 -2.9662
C -0.9149 3.0120 -1.9902
N -0.8726 3.2810 -0.6970
C -0.4559 4.4799 -0.3252
C -0.0525 5.4560 -1.2184
H 0.5584 5.7480 -4.4178
H 0.8991 6.8421 -3.1894
H -0.5586 3.6367 -4.0117
H -1.2851 2.0292 -2.2567
H -0.4543 4.6649 0.7414
H 0.2652 6.4268 -0.8670
O -2.1620 -2.5956 -0.1905
C -1.0151 -2.3856 -0.6556
O -0.2158 -1.4974 -0.3047
C -0.5206 -3.3142 -1.7362
C 0.7443 -3.1195 -2.2873
C 1.2598 -3.9592 -3.2625
C 0.4542 -5.0014 -3.6694
O 0.7134 -5.9857 -4.6196
C -0.4075 -6.8302 -4.5946
O -1.3781 -6.3318 -3.7109
C -0.8099 -5.2064 -3.1244
C -1.3262 -4.3830 -2.1613
H 1.3281 -2.2838 -1.9312
H 2.2439 -3.8115 -3.6776
H -0.0967 -7.8435 -4.2693
H -0.8381 -6.9062 -5.6097
H -2.3018 -4.5253 -1.7306
N -2.5768 0.5832 -0.6055
C -1.6560 0.6652 0.0918

---

79
Properties=species:S:1:pos:R:3 method="wB97M-V/def2-TZVPD" charge=-1 mol_weight_g_mol=682.5 energy_ev=-72027.8401 lumo_energy_ev=1.1 e_homo_ha=-0.152
Na -0.0827 0.1108 -0.4735
C 6.4723 -1.7425 0.2663
C 5.4408 -1.5688 -0.8462
N 4.6472 -0.3648 -0.6921
C 3.4401 -0.3424 -0.0034
S 2.8397 1.2256 0.4191
N 2.9425 -1.5155 0.2772
N 1.6278 -1.5790 0.6680
C 1.3167 -2.5057 1.4847
C 2.2969 -3.4258 2.1494
C -0.1708 -2.8466 1.6107
C -0.5733 -3.5003 2.8990
C -1.4035 -2.8684 3.7364
C -2.0790 -1.6264 3.3826
C -1.9990 -1.1946 2.1027
N -1.0486 -1.7097 1.2796
H 6.9821 -2.7076 0.1879
H 5.9762 -1.6895 1.2376
H 7.2303 -0.9551 0.2269
H 4.7493 -2.4060 -0.8416
H 5.9363 -1.5479 -1.8214
H 5.1460 0.5042 -0.5979
H 3.3066 -3.1428 1.8644
H 2.1217 -4.4683 1.8555
H 2.1901 -3.3720 3.2357
H -0.2142 -4.5019 3.1053
H -1.6741 -3.3430 4.6741
H -2.7385 -1.1373 4.0845
H -2.6271 -0.4244 1.6724
C -0.5917 -1.2724 -4.7594
C 0.2130 -0.9453 -3.6530
N -0.4898 -0.9836 -2.5236
N -1.7456 -1.3400 -2.8718
C -1.8335 -1.5135 -4.2041
B -2.9088 -1.4557 -1.8172
N -2.4948 -2.2575 -0.5869
C -2.8858 -3.5562 -0.2805
C -1.9147 -4.3021 0.2564
C -0.6524 -3.4785 0.2618
N -1.1749 -2.1135 -0.1248
N -3.3193 -0.0049 -1.4048
C -4.3057 0.7510 -1.9167
C -4.2676 1.9868 -1.2973
C -3.1933 1.8766 -0.3999
N -2.6236 0.6763 -0.4766
H -0.3081 -1.3444 -5.7967
H 1.2659 -0.7003 -3.6155
H -2.7652 -1.8067 -4.6622
H -3.8589 -1.9785 -2.3617
H -3.8989 -3.8600 -0.5091
H -1.9935 -5.3256 0.5874
H 0.1445 -3.8539 -0.3855
H -4.9645 0.3605 -2.6767
H -4.9199 2.8294 -1.4609
H -2.8139 2.6117 0.2963
O 0.1218 7.4926 -2.0717
N 0.1805 7.2437 -0.8825
O 0.1795 8.1022 -0.0200
C 0.1304 5.8275 -0.4611
C 0.2265 5.6149 0.8646
C 0.1595 4.3054 1.4126
C 0.2368 4.0740 2.7980
C 0.1264 2.7955 3.2623
C -0.0702 1.7612 2.3319
N -0.1441 1.9565 1.0337
C -0.0145 3.2083 0.5642
C -0.0567 3.4251 -0.8765
N -0.1421 2.3260 -1.6508
C -0.2248 2.4702 -2.9530
C -0.2081 3.7239 -3.5736
C -0.0904 4.8505 -2.8073
C -0.0084 4.7332 -1.4037
H 0.3438 6.4631 1.5235
H 0.3864 4.9115 3.4699
H 0.1896 2.5681 4.3173
H -0.1571 0.7319 2.6664
H -0.3064 1.5574 -3.5349
H -0.2775 3.7986 -4.6507
H -0.0605 5.8214 -3.2710

---

71
Properties=species:S:1:pos:R:3 method="wB97M-V/def2-TZVPD" charge=+1 mol_weight_g_mol=953.1 energy_ev=-148189.2191 lumo_energy_ev=-3.5 e_homo_ha=-0.416 de_lowest_ev=0.000
Zr 0.2556 0.0244 0.9766
O -1.5899 1.2482 0.2023
C -2.9004 0.6178 0.3689
C -2.5793 -0.8781 0.2774
O -3.3961 -1.7149 0.0497
O -1.2947 -1.1274 0.5542
C -3.4340 0.8923 1.7723
C -2.8312 1.8105 2.6211
C -3.3524 2.0408 3.8891
C -4.4788 1.3564 4.3109
C -5.0834 0.4357 3.4629
C -4.5668 0.2034 2.2004
C -3.7913 1.1165 -0.7475
C -4.6684 2.1741 -0.5354
C -5.4050 2.6912 -1.5930
C -5.2706 2.1527 -2.8627
C -4.3981 1.0932 -3.0782
C -3.6618 0.5776 -2.0261
H -1.7295 2.1822 0.0017
H -1.9392 2.3446 2.3198
H -2.8708 2.7555 4.5446
H -4.8852 1.5340 5.2976
H -5.9610 -0.1069 3.7874
H -5.0388 -0.5162 1.5435
H -4.7922 2.5854 0.4586
H -6.0926 3.5080 -1.4190
H -5.8529 2.5490 -3.6839
H -4.3028 0.6598 -4.0648
H -3.0034 -0.2662 -2.1976
C 1.9965 -0.3144 6.7393
Si 0.3235 0.2886 6.2042
C -1.0543 -0.8033 6.8021
C 0.0469 2.0677 6.6803
C 0.2890 0.2255 4.3418
C 0.2712 0.1633 3.1212
H 2.0700 -0.3162 7.8289
H 2.7896 0.3256 6.3489
H 2.1762 -1.3311 6.3865
H -1.1105 -0.7886 7.8925
H -0.9030 -1.8358 6.4837
H -2.0141 -0.4658 6.4068
H 0.0645 2.1816 7.7661
H -0.9234 2.4193 6.3214
H 0.8206 2.7163 6.2636
Br 1.5956 5.1167 4.0542
C 1.2117 4.3857 2.3705
C 1.1639 5.1792 1.2392
C 0.8708 4.5676 0.0283
C 0.6396 3.2082 0.0000
N 0.6766 2.4387 1.1026
C 0.9660 3.0252 2.2709
H 1.3516 6.2423 1.3013
H 0.8236 5.1392 -0.8876
H 0.4225 2.7081 -0.9362
H 0.9858 2.3855 3.1426
I 0.8349 0.1023 -2.1786
I 1.7639 -2.3017 0.9766
Cl 3.2150 1.0359 0.6622
C 4.1544 -0.0565 -0.3270
C 5.1153 -0.8332 0.2863
C 5.8357 -1.7303 -0.4879
C 5.5757 -1.8432 -1.8470
C 4.6100 -1.0454 -2.4380
C 3.8832 -0.1236 -1.6882
C 2.9005 0.7710 -2.3511
H 5.2814 -0.7489 1.3507
H 6.5904 -2.3492 -0.0228
H 6.1300 -2.5499 -2.4487
H 4.4161 -1.1274 -3.5006
H 3.0408 0.8077 -3.4259
H 2.8782 1.7743 -1.9389